Entry 1:
{"formula": "C62H73N12O8", "method": "wB97M-V/def2-TZVPD", "homo_lumo_gap_ev": 4.99, "total_charge": 7, "lumo_energy_ev": -12.09, "homo_energy_ev": -17.078, "multiplicity": 1, "elements": ["O", "O", "O", "O", "O", "O", "O", "O", "N", "N", "N", "N", "N", "N", "N", "N", "N", "N", "N", "N", "C", "C", "C", "C", "C", "C", "C", "C", "C", "C", "C", "C", "C", "C", "C", "C", "C", "C", "C", "C", "C", "C", "C", "C", "C", "C", "C", "C", "C", "C", "C", "C", "C", "C", "C", "C", "C", "C", "C", "C", "C", "C", "C", "C", "C", "C", "C", "C", "C", "C", "C", "C", "C", "C", "C", "C", "C", "C", "C", "C", "C", "C", "H", "H", "H", "H", "H", "H", "H", "H", "H", "H", "H", "H", "H", "H", "H", "H", "H", "H", "H", "H", "H", "H", "H", "H", "H", "H", "H", "H", "H", "H", "H", "H", "H", "H", "H", "H", "H", "H", "H", "H", "H", "H", "H", "H", "H", "H", "H", "H", "H", "H", "H", "H", "H", "H", "H", "H", "H", "H", "H", "H", "H", "H", "H", "H", "H", "H", "H", "H", "H", "H", "H", "H", "H"], "positions_angstrom": [[3.952865, 2.912921, 0.987392], [-3.129219, -6.110420, 2.066476], [-3.194358, 0.404665, -4.368363], [-1.186326, 0.701061, -3.585285], [-2.147508, -6.418543, 0.099119], [-1.458774, -0.579133, -5.304318], [3.057216, 1.122803, 0.243668], [3.212600, 1.459672, 2.418523], [3.421510, 1.818279, 1.244852], [-2.242511, -7.708139, 10.375522], [9.209579, -1.624938, -8.044018], [5.505097, 5.002186, 3.702291], [-4.861406, 4.021135, -1.346382], [-4.594162, -6.138087, -2.459582], [6.427114, 11.728439, 2.507536], [-4.080072, -2.848961, -8.460929], [-1.923368, 0.166017, -4.433052], [-8.346426, 7.191073, 3.788269], [4.466011, 0.467645, -3.492173], [-0.791565, -8.298193, 3.591888], [-4.582477, -4.081248, -8.386008], [-0.344068, -8.675352, 5.868513], [-3.161693, -8.098272, 9.555343], [5.006588, 9.869061, 2.710070], [6.258122, -1.090824, -3.747255], [-7.071311, 5.843202, 1.790083], [-2.583338, -7.529727, 11.786944], [6.003397, 9.177642, 3.385289], [-3.823779, -2.705384, -6.117424], [7.015961, 9.919999, 3.908738], [8.233460, -2.429558, -7.650840], [5.891000, 0.707393, -5.335984], [-8.840734, 7.250344, 2.577794], [8.797478, -0.134740, -6.288170], [-3.238222, -4.702364, -3.767217], [-4.866093, -6.900071, -1.226729], [7.671674, -0.935094, -5.914606], [-8.987736, 7.988219, 4.877271], [-5.587414, -6.110619, -3.355559], [-5.455319, -5.397941, -4.496904], [-6.196487, 3.926864, -1.342790], [6.009367, 7.672102, 3.458069], [-3.437345, -5.440772, -2.571193], [5.209484, -0.613575, -3.067942], [-2.462140, -4.211151, 0.838996], [-0.039932, -8.864750, 4.554441], [-2.110158, -7.184002, 5.308189], [-3.977610, -2.129948, -9.727003], [-6.923191, 4.581467, -0.360676], [-4.585526, -4.714426, -7.192168], [10.168189, -2.068501, -9.167650], [5.692672, 6.887108, 2.283320], [9.538143, -0.491738, -7.376515], [5.376189, 5.554799, 2.423241], [5.000512, 3.569518, 3.942328], [7.283565, 11.149166, 3.410712], [6.649757, -0.366249, -4.949041], [-4.230821, -4.008693, -6.004436], [6.081009, 5.685268, 4.700016], [-3.712998, -2.118679, -7.366082], [5.216055, 11.169130, 2.260631], [-1.609385, -7.700993, 7.736367], [-0.628865, -7.364804, 8.624840], [-4.127375, 3.350148, -2.475050], [-4.255699, -4.709615, -4.741057], [-7.176617, 6.574085, 4.061292], [-2.608224, -5.663923, 1.048567], [-8.251156, 6.497701, 1.564503], [-6.500261, 5.902281, 3.067372], [-2.875219, -8.102682, 8.169589], [-4.946252, 5.290789, 0.624447], [-1.019045, -7.385362, 9.947508], [4.832569, 1.169167, -4.572093], [3.221407, 0.777966, -2.788556], [-1.375806, -7.850952, 6.293413], [-6.309362, 5.175860, 0.703321], [6.350175, 7.035610, 4.641360], [-4.238767, 4.666732, -0.354565], [7.073826, 12.844728, 1.761108], [-1.828615, -7.449558, 3.956628], [-0.722271, -8.591641, 2.198268], [7.378940, -2.048001, -6.635797], [0.351771, -9.031643, 6.617370], [-3.189929, 4.768060, -0.455514], [7.697703, 9.442124, 4.592032], [-9.705060, 7.862895, 2.421594], [6.563831, 7.531965, 5.578584], [-2.961855, -1.776113, -9.896167], [-2.650290, -5.598138, -1.838853], [5.775857, 2.861112, 4.226281], [-10.040307, 7.773929, 4.821592], [-1.895715, -3.689706, 1.634442], [7.829545, 12.373089, 1.126035], [-6.422246, -6.789735, -3.122731], [0.348304, -6.955288, 8.404387], [-3.522469, -2.239372, -5.194803], [4.556055, 3.205388, 2.966753], [-3.527554, -3.922896, 0.892771], [-3.373213, -8.237325, 12.097760], [-6.620217, 3.347555, -2.178674], [-7.997468, 4.422547, -0.365828], [-4.047745, 2.258544, -2.227995], [-4.659706, 3.475341, -3.386316], [6.492955, -2.651402, -6.392277], [-8.630327, 6.688479, 0.572503], [-2.970629, -6.558432, 5.521295], [7.489517, 13.558188, 2.468427], [2.804404, 1.638783, -3.298833], [10.895108, -2.776921, -8.747627], [8.154729, 11.695711, 3.723881], [-3.654238, -8.453728, 7.544387], [-8.590489, 7.605991, 5.798011], [-2.987624, -6.532695, 12.086576], [4.032256, 9.413783, 2.430301], [0.655393, -9.687642, 4.264012], [-5.561331, 5.434789, 3.218778], [-5.375332, -6.219318, -0.581959], [6.360281, 13.322648, 1.113458], [-5.551478, -7.689686, -1.525264], [-4.103183, -8.386633, 10.009084], [5.039179, 4.907649, 1.578351], [-1.286381, -7.874336, 1.606997], [0.309151, -8.451139, 1.890796], [-4.774619, -1.346779, -9.668383], [-3.147187, 3.806070, -2.573774], [4.140623, 2.013487, -4.726007], [6.208012, 5.096088, 5.589463], [-3.275389, -1.122029, -7.533848], [-6.169693, -5.593735, -5.247802], [-4.449897, 5.858258, 1.399076], [-4.942923, -4.532145, -9.325370], [10.596301, -1.220589, -9.632149], [4.197301, 3.645260, 4.710951], [5.031486, -1.012021, -2.069786], [-8.732267, 9.054425, 4.870990], [3.371238, 0.982578, -1.720063], [-0.970698, -9.602256, 2.083243], [2.475720, -0.020577, -2.972060], [9.574016, -2.625863, -9.904963], [-2.319913, -4.214410, -3.912506], [-3.913923, -7.251411, -0.860626], [6.711367, -2.009109, -3.366815], [-4.152302, -2.832097, -10.534940], [5.726106, 7.437661, 1.337927], [-1.682908, -7.654762, 12.404268], [-6.735356, 6.600872, 5.031416], [-2.481655, -7.034759, 3.129496], [-1.979155, -4.041555, -0.141061], [8.152116, -3.343822, -8.256989], [4.608700, 11.742712, 1.562773], [10.341255, 0.122703, -7.790929], [6.252448, 1.252450, -6.210869], [9.039322, 0.799172, -5.807019], [-0.438379, -6.896172, 10.710506], [-4.855576, -5.758621, -7.158504]], "forces_ev_per_angstrom": [[0.7, 0.9, 0.4], [-1.2, 0.2, 1.1], [1.4, -0.6, -0.4], [0.0, -0.1, -0.3], [-0.6, 0.9, 0.8], [-0.3, -0.3, -0.3], [0.3, 0.0, 1.3], [0.3, 0.1, -0.9], [-1.0, -0.9, -1.0], [1.0, 0.8, 1.4], [2.2, 0.0, -0.7], [0.2, -0.6, -1.6], [-0.3, -0.6, -0.6], [0.6, 0.6, 0.8], [1.1, -0.5, 1.0], [0.6, 1.8, 1.0], [-1.3, 1.0, 1.0], [1.0, 1.1, 1.9], [1.1, -1.1, 0.2], [-2.4, 2.0, 2.5], [0.0, -0.2, -1.1], [1.0, 0.7, 1.0], [-1.2, -0.7, -2.9], [-1.6, 0.0, -1.0], [1.3, 0.5, -2.3], [0.9, -0.3, 0.3], [-0.3, 0.3, 2.1], [-1.3, -1.2, -0.8], [0.5, 0.4, 0.3], [1.4, -0.6, 0.6], [-0.1, -0.5, -1.0], [1.1, 1.3, -0.6], [0.1, -1.2, -1.2], [-0.9, -0.4, 0.2], [-2.0, -1.2, 0.8], [0.1, -0.4, -0.9], [0.5, 2.8, 0.3], [0.3, -0.3, 0.2], [-0.1, -0.8, 0.5], [1.2, -0.5, 0.1], [-0.1, 0.3, -0.4], [-0.1, 0.0, -0.4], [-0.5, 0.1, -2.4], [-1.0, 1.1, 1.2], [-0.3, 1.0, -0.1], [0.0, -1.7, -1.1], [0.2, -0.9, -0.7], [-0.9, 0.2, -0.7], [-1.4, -1.9, -0.7], [-0.1, -0.1, 1.7], [-1.6, -1.5, 0.8], [0.2, 1.3, 1.2], [-0.3, -0.1, -0.3], [0.3, -0.4, 0.9], [-1.2, 0.5, -1.0], [-1.2, 0.9, -0.3], [-0.4, -2.7, 1.1], [0.3, -0.9, -2.5], [-0.6, -0.9, -0.2], [0.1, -0.8, -0.1], [1.7, 0.2, -0.2], [-1.5, -1.2, -1.4], [-0.2, 0.4, 1.7], [0.7, -1.0, 1.4], [-0.5, -0.3, 1.5], [0.5, -0.7, -1.1], [2.2, -2.2, -2.4], [-0.6, 1.5, -0.4], [-1.3, 0.4, -0.4], [0.1, 0.2, 2.5], [0.7, 0.2, 1.4], [0.8, 1.5, 0.4], [-1.1, -0.5, 0.8], [-1.0, 0.1, -0.1], [0.3, 1.0, -1.3], [-0.5, 1.0, -0.2], [-1.0, -0.1, -0.4], [0.0, 0.3, -0.8], [-0.5, -0.2, -0.3], [0.5, -0.7, 0.6], [1.8, 0.9, -1.0], [-0.6, -1.5, 0.2], [-0.2, -0.6, -0.1], [0.9, -0.1, 0.0], [0.4, 0.2, 0.1], [-0.4, 0.2, -0.1], [0.3, 0.2, -0.2], [-0.2, 0.4, 0.4], [-0.2, 0.0, 0.5], [0.3, 0.5, 0.2], [-0.4, 0.3, 0.1], [-0.4, -0.4, -0.3], [0.1, 0.3, 0.2], [0.3, 0.7, -0.3], [0.0, -0.3, -0.3], [0.1, 0.9, -0.2], [0.4, 0.5, 1.1], [0.5, 0.8, -0.3], [0.7, 0.1, -0.3], [0.0, 0.5, 0.6], [0.1, 0.2, -0.1], [0.1, 1.0, -0.4], [-0.6, 0.2, -0.6], [0.5, 0.2, -0.2], [-0.2, -0.5, -0.2], [0.2, 0.0, 0.1], [0.0, -0.1, -0.1], [-0.1, 0.3, 0.3], [-0.1, 0.5, 0.0], [0.2, 0.3, -0.2], [-0.4, -0.2, -0.8], [0.0, -0.3, 0.5], [0.4, -0.4, -1.0], [1.0, 0.1, 0.2], [-0.3, 1.2, 0.0], [0.6, -0.3, 0.6], [-0.1, 0.3, 0.9], [-0.4, 0.2, -0.1], [0.2, -0.2, 0.3], [0.0, 0.0, -0.4], [0.2, 0.3, 1.1], [-0.5, -0.3, 0.0], [0.3, -0.2, -0.1], [1.0, -0.4, -0.6], [0.1, -0.1, 0.1], [0.9, -0.4, -0.6], [0.1, 0.0, 0.4], [-0.4, -0.6, 0.2], [-0.8, 0.5, -0.7], [0.4, -0.1, -0.2], [0.4, 0.2, 0.6], [0.5, 0.8, -0.2], [0.7, -0.1, -0.6], [-0.8, 0.1, -0.4], [-0.2, -0.3, -0.6], [0.0, -0.1, -0.1], [-0.6, -1.4, -0.6], [0.6, 0.2, 0.3], [0.1, 0.3, 0.2], [1.0, 0.6, -0.2], [0.0, -0.1, 0.6], [0.3, 0.5, -0.3], [-0.4, 0.1, -0.1], [-0.4, -0.6, 0.2], [-0.4, -0.3, -0.3], [-0.3, 0.3, 0.7], [0.8, -0.2, 0.5], [-0.5, 0.2, 0.6], [-0.3, 0.4, 0.5], [-0.2, -0.4, 0.3], [-0.2, -0.4, 0.2], [-0.6, 0.0, 0.2], [-0.1, 0.0, 0.3], [0.5, -0.4, 0.1], [-0.1, 0.0, 0.0]], "mulliken_charge": [-0.7392, -0.7575, -0.6619, -0.6793, -0.8582, -0.6510, -0.7597, -0.6278, 1.0245, 0.0193, 0.0147, 0.0865, 0.0577, 0.0657, 0.0358, 0.0591, 1.0482, 0.0127, 0.1152, 0.1179, -0.2953, -0.6589, -0.2871, -0.4879, -0.7059, 0.8788, -0.8735, 0.6213, -0.6237, -0.5360, -0.2501, -0.6588, -0.2569, -0.7063, -1.0045, -1.0101, 0.6596, -0.9370, -0.3633, -0.7723, -0.2128, 0.7864, -0.0898, -0.1586, -1.1661, -0.3780, -0.9089, -0.9340, -0.6923, -0.7045, -0.8923, -0.6129, -0.0932, -0.2345, -0.4683, -0.4647, 0.7272, 0.7853, -0.3130, -0.3330, -0.1415, 0.7811, -0.6622, -0.9540, 0.5893, -0.3070, 1.1110, -0.6759, -0.7551, -0.7948, -0.6500, -0.1632, -0.1685, -0.9462, 0.8887, 0.9472, -0.6653, -0.3040, -0.8221, -0.2039, -0.6312, -0.6178, 0.5141, 0.3897, 0.4239, 0.4979, 0.4310, 0.3664, 0.6804, 0.3682, 0.4305, 0.3766, 0.3920, 0.3665, 0.5233, 0.4949, -0.0637, 0.2445, 0.3289, 0.4298, 0.4765, 0.4110, 0.3596, 0.4672, 0.4439, 0.5331, 0.3327, 0.1998, 0.3592, 0.4177, 0.5308, 0.3343, 0.3484, 0.4244, 0.4207, 0.5374, 0.3271, 0.2960, 0.4302, 0.4099, 0.4826, -0.0563, 0.3894, 0.3677, 0.2835, 0.3922, 0.4955, 0.5467, 0.5901, 0.4878, 0.3838, 0.3537, 0.3670, 0.4265, 0.3385, 0.5198, 0.3819, 0.3808, 0.3503, 0.6494, 0.3535, 0.4556, 0.3054, 0.4836, 0.3731, 0.4109, 0.5626, 0.2486, 0.4110, 0.4190, 0.4152, 0.5090, 0.4860, 0.4033, 0.6258]}

=====

Entry 2:
{"formula": "C5H12NO", "method": "wB97M-V/def2-TZVPD", "e_above_lowest_kcal_mol": 33.4, "homo_lumo_gap_ev": 8.32, "total_charge": 1, "lumo_energy_ev": -4.64, "homo_energy_ev": -12.962, "multiplicity": 1, "elements": ["O", "N", "C", "C", "C", "C", "C", "H", "H", "H", "H", "H", "H", "H", "H", "H", "H", "H", "H"], "positions_angstrom": [[0.522690, 2.079988, -0.522291], [-0.915049, -1.731225, -0.744304], [0.018287, 0.897920, 1.415658], [-2.304683, -2.200072, -0.758091], [-0.544970, -0.537182, -1.011532], [2.411824, 1.292002, 0.773495], [0.935994, 1.386877, 0.581661], [2.705396, 0.650831, 1.599866], [1.124095, 2.812616, -0.705154], [0.346541, 0.265530, 2.228375], [0.460076, -0.277360, -1.320466], [2.782797, 2.300294, 0.981835], [-2.455354, -2.904938, 0.059113], [2.904057, 0.993672, -0.151039], [-0.217749, -2.397988, -0.431308], [-2.499282, -2.656123, -1.723355], [-1.039490, 1.106016, 1.330117], [-2.965467, -1.346586, -0.589377], [-1.269705, 0.265736, -1.013206]], "forces_ev_per_angstrom": [[-0.1, 0.1, 0.0], [0.1, 0.1, 0.2], [0.0, -0.6, -0.1], [-0.2, 0.4, 0.8], [0.0, 0.3, 0.1], [0.1, 0.4, -0.2], [-0.1, 0.3, 0.4], [-0.1, 0.0, 0.0], [0.1, -0.1, -0.1], [-0.1, 0.1, 0.1], [0.1, -0.2, 0.6], [0.1, 0.0, 0.1], [0.0, -0.1, -0.2], [0.1, -0.2, 0.0], [0.2, -0.2, -0.7], [-0.1, -0.1, 0.0], [0.0, 0.1, -0.1], [0.1, -0.1, -0.2], [-0.2, -0.1, -0.5]], "nbo_charge": [-0.7100, -0.4257, -0.5107, -0.4294, 0.1420, -0.6887, 0.3327, 0.2462, 0.4994, 0.2224, 0.2399, 0.2422, 0.2426, 0.2274, 0.4367, 0.2470, 0.2180, 0.2343, 0.2338]}